A structure of composition C6H20AgO6. Source: the Open Molecules 2025 dataset; level of theory: ωB97M-V/def2-TZVPD.

Geometry (Å):
Ag -0.28893 0.35207 0.02030
C 1.36969 3.17574 0.29525
O 0.37240 2.65382 -0.59565
H 0.91296 3.38672 1.26233
H 2.15182 2.42812 0.42418
H 1.81625 4.08506 -0.10000
H 0.28842 3.25032 -1.34278
C -0.91137 -0.15062 3.11717
O 0.01085 0.69579 2.41559
H -1.54745 0.42091 3.79586
H -1.55994 -0.61649 2.37750
H -0.38920 -0.92597 3.67807
H 0.40930 1.31453 3.03329
C -1.66735 0.22616 -2.60567
C -2.67017 -0.52574 -1.77411
O -2.61898 -0.13377 -0.38310
O -0.33297 -0.27598 -2.36962
H -1.68110 1.29017 -2.33853
H -1.91072 0.17727 -3.66777
H -2.47105 -1.59690 -1.82806
H -3.67457 -0.36650 -2.17161
H -3.39002 0.41221 -0.20259
H 0.06275 -0.53533 -3.20601
C 2.35334 -1.50436 -0.31975
C 1.54097 -2.54409 0.40481
O 0.18091 -2.10309 0.37898
O 2.23556 -0.22765 0.32948
H 1.96574 -1.37909 -1.32978
H 3.39430 -1.82395 -0.38668
H 1.90976 -2.62454 1.43553
H 1.66038 -3.51519 -0.08191
H -0.39447 -2.80982 0.68527
H 2.87290 -0.20980 1.05001

Calculated values
- charge = +1
- HOMO level (eV) = -12.9
- energy relative to the best compared isomer or geometry (same formula, charge and spin) (eV) = 0.000
- LUMO (eV) = -2.37
- DFT total energy (Ha) = -838.73769
- largest force on an atom (eV/A) = 0.61

***

A structure of composition C6H20AuClI2OP2 in a non-equilibrium geometry. Source: the Open Molecules 2025 dataset; level of theory: ωB97M-V/def2-TZVPD.

Geometry (Å):
I -0.01371 1.64176 1.60842
I 0.00083 -1.84579 1.96320
Au -0.02137 0.18676 -1.47609
P -2.22097 0.00671 -0.48991
C -2.95225 0.04335 1.20093
C -3.03747 1.42267 -1.31218
H -4.10858 1.16482 -1.35242
H -4.06706 -1.28496 -1.25193
H -2.62745 1.52191 -2.32705
H -2.58285 -1.68586 -2.19684
H -2.64248 0.94710 1.77272
H -2.88850 2.36526 -0.75868
C -2.98696 -1.50458 -1.19164
H -4.05153 0.02646 1.17260
H -2.82083 -2.39512 -0.56074
H -2.60724 -0.81370 1.82040
P 2.25256 0.01661 -0.46231
C 2.90599 0.06581 1.26845
C 3.01116 -1.48664 -1.16815
H 2.67345 1.57177 -2.31781
H 4.11890 1.19923 -1.31773
H 2.87694 2.37090 -0.73351
C 3.04225 1.43506 -1.29475
H 2.64895 -1.70461 -2.17901
H 4.09427 -1.27826 -1.20486
H 4.00093 0.05118 1.18947
H 2.61494 -0.78245 1.91464
H 2.83046 -2.36845 -0.52976
H 2.63943 0.96289 1.85819
Cl 0.11933 -0.23225 -3.79291
O -0.08421 0.13763 4.47942
H -0.05677 -0.62448 3.86788
H -0.06016 0.86924 3.80198

Calculated values
- charge = +2
- HOMO level (alpha / beta) (eV) = -16.5 / -16.9
- energy relative to the best compared isomer or geometry (same formula, charge and spin) (eV) = 2.155
- LUMO (alpha / beta) (eV) = -11.62 / -11.22
- DFT total energy (Ha) = -2189.09709
- largest force on an atom (eV/A) = 2.49
- <S²> = 2.25
- spin multiplicity = 3

***

A structure of composition C6H20BN2NbO4P in a non-equilibrium geometry. Source: the Open Molecules 2025 dataset; level of theory: ωB97M-V/def2-TZVPD.

Geometry (Å):
N 3.12470 -1.14359 1.10688
C 2.46156 0.18069 1.09553
C 1.04423 0.08941 1.64395
Nb -0.53506 0.24313 -0.02585
C -1.51811 -1.53282 0.98403
N -1.54791 -2.69389 0.04205
C 0.37610 2.29960 -0.44992
C -0.57428 3.42545 -0.57387
O -1.51196 3.48098 -1.34444
C 0.56006 -0.88293 -1.61718
B -0.24560 -1.39859 -2.84480
O -1.00022 -0.59206 -3.68037
O -0.24256 -2.73408 -3.17420
P -1.95459 1.65525 1.68414
O -1.16414 2.76156 2.33791
H 4.11264 -1.00812 1.26085
H 2.80139 -1.64011 1.92384
H 3.03313 0.88601 1.69592
H 2.49290 0.54066 0.07253
H 0.93235 -0.84517 2.18451
H 0.83993 0.88334 2.35460
H -2.01791 0.49060 -1.06910
H -1.00439 -1.81988 1.89169
H -2.52630 -1.25504 1.28837
H -1.56068 -3.54444 0.58324
H -2.41667 -2.67233 -0.46666
H 0.98783 2.26011 -1.34621
H 1.02863 2.54628 0.38315
H -0.39259 4.28800 0.08459
H 1.08911 -1.67382 -1.08828
H 1.31436 -0.18926 -1.99368
H -0.48773 -0.12755 -4.33119
H 0.12100 -3.20727 -2.43053
H -2.45908 0.78214 2.69435
H -3.16013 2.14774 1.12412

Calculated values
- charge = -1
- HOMO level (eV) = -4.4
- LUMO (eV) = 2.68
- DFT total energy (Ha) = -1074.21286
- largest force on an atom (eV/A) = 3.98